Record 1
This record from OMol25 describes 10 unconnected molecules or ions with the total composition C25H71NO11 at a distorted geometry. The level of theory is ωB97M-V/def2-TZVPD.

The geometry in ORCA input format:
```
! RIJCOSX wB97M-V def2-TZVPD def2/J DEFGRID3
* xyz 0 1
C 14.23 -24.83 33.66
O 13.75 -26.00 33.03
C 14.64 -27.09 33.07
C 14.00 -28.24 32.34
N 14.01 -27.99 30.89
C 13.19 -28.97 30.14
C 13.56 -30.39 30.48
O 12.88 -31.23 29.55
C 13.27 -32.57 29.65
H 14.03 -24.90 34.73
H 13.75 -23.97 33.20
H 15.31 -24.72 33.49
H 14.77 -27.38 34.12
H 15.61 -26.82 32.65
H 12.97 -28.34 32.71
H 14.52 -29.16 32.59
H 13.55 -27.09 30.78
H 13.39 -28.80 29.08
H 12.14 -28.77 30.40
H 13.25 -30.69 31.49
H 14.64 -30.57 30.43
H 12.94 -33.04 30.58
H 14.36 -32.70 29.60
H 12.80 -33.14 28.85
C 11.21 -32.86 26.43
C 9.80 -33.28 26.09
C 8.92 -32.13 25.65
O 9.77 -34.35 25.15
H 11.22 -32.10 27.21
H 11.69 -32.42 25.55
H 11.84 -33.69 26.77
H 9.38 -33.71 27.02
H 8.79 -31.37 26.43
H 7.91 -32.53 25.48
H 9.32 -31.63 24.78
H 10.27 -34.11 24.35
C 6.61 -32.61 28.23
C 6.13 -33.92 27.64
C 5.88 -34.97 28.71
O 4.93 -33.71 26.89
H 6.67 -31.90 27.40
H 7.60 -32.72 28.67
H 5.92 -32.19 28.96
H 6.91 -34.29 26.96
H 5.55 -35.94 28.34
H 5.14 -34.62 29.43
H 6.77 -35.19 29.32
H 4.49 -34.56 26.80
C 13.13 -36.39 25.65
C 14.12 -35.23 25.45
C 14.86 -34.82 26.71
O 15.04 -35.65 24.43
H 12.76 -36.72 24.68
H 12.32 -36.05 26.30
H 13.65 -37.20 26.15
H 13.68 -34.33 25.03
H 14.21 -34.19 27.33
H 15.74 -34.22 26.45
H 15.23 -35.64 27.33
H 15.58 -36.39 24.73
C 15.13 -30.12 24.62
C 15.11 -29.85 26.11
C 14.93 -31.10 26.94
O 16.31 -29.15 26.46
H 14.24 -30.63 24.26
H 15.97 -30.75 24.30
H 15.19 -29.16 24.10
H 14.29 -29.14 26.30
H 13.89 -31.45 26.88
H 15.15 -30.96 28.00
H 15.61 -31.92 26.70
H 16.31 -28.98 27.41
C 11.59 -29.62 23.49
C 10.50 -29.34 22.47
C 9.20 -28.79 23.04
O 11.08 -28.41 21.55
H 11.22 -30.25 24.31
H 12.05 -28.74 23.93
H 12.38 -30.17 22.99
H 10.29 -30.27 21.92
H 8.84 -29.38 23.88
H 8.41 -28.69 22.30
H 9.45 -27.79 23.39
H 10.49 -28.27 20.80
C 9.67 -30.38 29.04
O 10.03 -31.33 30.02
H 10.50 -30.17 28.36
H 8.79 -30.72 28.50
H 9.41 -29.41 29.49
H 10.98 -31.30 30.17
C 6.87 -35.72 23.83
O 7.64 -36.15 24.94
H 6.53 -34.68 23.93
H 7.41 -35.89 22.90
H 5.95 -36.31 23.79
H 8.33 -35.47 25.06
C 10.06 -33.30 21.99
O 11.19 -33.71 22.75
H 9.66 -34.10 21.37
H 9.27 -32.98 22.66
H 10.31 -32.43 21.37
H 11.91 -34.01 22.20
C 4.14 -32.76 23.79
O 5.30 -32.33 24.46
H 3.96 -32.13 22.91
H 4.25 -33.79 23.44
H 3.25 -32.66 24.41
H 5.31 -32.75 25.33
*
```

- Strongest force on any atom: 1.29 eV/Å
- Total energy: -51086.2219 eV
- SMILES string: COCCNCCOC.CC(C)O.CC(C)O.CC(C)O.CC(C)O.CC(C)O.CO.CO.CO.CO
- Gap between HOMO and LUMO: 9.85 eV
- Energy above the lowest of the compared OMol25 structures with the same formula, charge and spin: 0.000 eV

Löwdin atomic charge list, values in e, 2 entries:
1 C -0.100
2 O -0.204

---

Record 2
This record from OMol25 describes a molecular structure, C19H16CrIN2O at a distorted geometry. The level of theory is ωB97M-V/def2-TZVPD.

The geometry in ORCA input format:
```
! RIJCOSX wB97M-V def2-TZVPD def2/J DEFGRID3
* xyz 0 2
Cr -0.18 0.80 -0.24
C 0.46 1.75 2.12
C -0.87 2.09 1.96
C -1.27 2.92 0.91
C -0.31 3.41 0.01
C 1.03 3.08 0.17
C 1.42 2.25 1.22
H 0.77 1.11 2.94
H -1.61 1.70 2.65
H -2.31 3.19 0.79
H -0.62 4.05 -0.80
H 1.77 3.46 -0.51
H 2.45 1.98 1.35
I -1.87 -1.16 -0.06
C -0.55 -2.61 0.54
C -0.98 -3.88 0.76
C -0.03 -4.85 1.16
C 1.27 -4.51 1.32
C 1.73 -3.18 1.08
C 3.08 -2.85 1.24
C 3.48 -1.57 0.97
C 2.55 -0.59 0.59
C 1.19 -0.81 0.44
C 0.79 -2.16 0.68
H -2.02 -4.15 0.63
H -0.35 -5.87 1.34
H 2.00 -5.25 1.62
H 3.79 -3.61 1.54
H 4.53 -1.30 1.05
H 2.96 0.38 0.36
N -1.48 1.21 -2.99
C -2.40 1.58 -3.89
C -3.43 2.18 -3.18
C -3.01 2.11 -1.84
N -1.83 1.52 -1.75
H -0.56 0.75 -3.04
H -2.26 1.39 -4.94
H -4.34 2.59 -3.57
H -3.53 2.45 -0.96
O 0.54 0.40 -1.68
*
```

- Strongest force on any atom: 3.16 eV/Å
- Total energy: -61509.0110 eV
- Gap between HOMO and LUMO (spin up / spin down): 7.50 / 7.34 eV
- Energy above the lowest of the compared OMol25 structures with the same formula, charge and spin: 2.361 eV

Löwdin atomic charge list, values in e, 2 entries:
1 Cr 0.231
2 C -0.096

---

Record 3
This record from OMol25 describes a molecular structure, C6H10N2S3 at a distorted geometry. The level of theory is ωB97M-V/def2-TZVPD.

The geometry in ORCA input format:
```
! RIJCOSX wB97M-V def2-TZVPD def2/J DEFGRID3
* xyz 0 1
C -3.39 1.77 0.03
C 2.87 1.57 -0.51
C -2.47 0.84 0.37
C 2.92 0.69 0.47
C -2.10 -0.35 -0.45
C 2.71 -0.85 0.38
N 0.14 -0.61 0.27
N -1.18 -1.22 0.14
S -1.32 -2.86 0.00
S 0.45 -3.42 -0.69
S 1.16 -1.51 1.03
H -3.68 2.58 0.64
H -3.92 1.68 -0.83
H 3.15 2.66 -0.60
H 2.42 1.15 -1.42
H -2.16 0.59 1.35
H 3.22 0.97 1.41
H -1.71 -0.16 -1.48
H -3.09 -0.78 -0.49
H 2.57 -1.31 -0.69
H 3.41 -1.41 1.07
*
```

- Strongest force on any atom: 4.81 eV/Å
- Total energy: -41864.2695 eV
- Gap between HOMO and LUMO (spin up / spin down): 6.90 / 6.91 eV
- Energy above the lowest of the compared OMol25 structures with the same formula, charge and spin: 4.951 eV

Löwdin atomic charge list, values in e, 2 entries:
1 C 0.028
2 C 0.003